No. 1
C32H53F6NbO18P as an isolated structure in a non-equilibrium geometry, computed with wB97M-V/def2-TZVPD.

The charge is -1. As for the LUMO energy: 1.6 eV. The highest occupied orbital energy comes out at -4.20 eV. The calculation puts the calculated total energy at -3602.8584 hartree. The calculation puts the molar mass at 963.6 g mol⁻¹.

The geometry in XYZ format:
```
111
Properties=species:S:1:pos:R:3:mulliken_charge:R:1
H -1.7072 8.4904 0.5760 0.248
O 2.7570 -7.4934 1.2697 -0.350
H 3.2131 4.2458 -0.5788 0.016
H 2.3105 0.5838 -2.6126 0.210
Nb 1.6035 3.3646 -0.8428 -1.424
H -8.9825 -1.3268 1.8702 0.258
C -5.9022 -3.1589 1.6469 0.636
H 4.0988 5.7164 -5.4429 0.352
C 3.1456 0.6920 -1.9121 0.015
C 4.0167 -7.6525 1.7280 0.620
C -1.3800 -0.9240 -1.1499 -0.654
O -0.3929 7.0634 1.2683 -0.278
H -4.7248 -3.6141 4.5134 0.326
C 0.7452 -2.3512 -0.7680 -0.112
C 2.8593 5.1676 -3.7312 -0.542
H 0.9912 5.0941 -0.6791 0.163
H -3.1400 0.0779 1.0412 0.318
H 2.4544 -3.6142 -1.1590 0.166
H 1.2415 -7.2524 -4.9384 0.256
H 3.8496 1.3570 -2.4200 0.371
C 4.8152 4.0256 1.8780 -0.097
O 7.4252 2.7517 0.0845 -0.528
H 3.4809 1.4251 0.0902 0.310
F -0.4145 -9.3341 -3.5560 -0.292
H 4.4749 4.1359 -4.7462 0.289
H -0.4842 5.3286 -3.0953 0.248
C 2.3621 -6.1263 1.4591 0.366
O 5.3527 3.3484 0.7440 -0.140
C 3.8534 -0.6705 -1.7461 -1.289
C -8.3229 0.0614 3.4504 0.386
C -1.0007 8.3386 1.3862 -0.414
F 3.6978 -4.3823 2.4072 -0.298
C -5.3567 -3.0428 3.8415 -0.393
H 0.2688 -3.3015 -0.5233 0.268
H -1.9538 -0.4775 -1.9633 0.310
H 0.4766 -0.8075 -2.2254 0.127
H -5.3874 -1.9958 4.1436 0.190
H 4.9091 -0.5216 -1.5134 0.386
C -9.2262 1.7699 2.2952 0.538
O -5.8390 -3.1074 0.4690 -0.501
O -8.4547 1.4607 3.3803 -0.339
O 1.3199 -6.4008 -3.0568 -0.277
C 5.9937 4.8869 2.2898 0.363
F -7.6670 -2.9801 4.5018 -0.280
C 0.1996 9.2696 1.3572 0.311
C -8.5115 -0.3589 2.0013 -0.276
H 4.1125 -5.0863 0.5945 0.310
H 3.0464 4.3375 -5.7431 0.315
H -1.0738 -7.5322 -4.0820 0.289
C 0.0115 4.8167 -3.9165 -1.006
H 0.4964 9.6020 0.3601 0.277
H -3.3286 -1.6438 -0.5635 0.380
H -1.8262 0.0813 2.1886 0.400
C 0.4865 -6.4995 -1.9994 0.610
H 1.2010 3.4908 0.9284 -0.020
F -7.0942 -0.2612 3.9247 -0.258
H 1.8555 -8.3124 -3.6341 0.288
P 1.5293 3.9413 -3.3246 0.304
C 3.2037 -1.6220 -0.7384 -0.560
H -2.1188 -2.9084 -0.7251 0.300
H 1.8366 -6.0289 2.4102 0.254
H -1.0709 -0.0900 -0.5125 0.258
O -9.3613 0.6784 1.5075 -0.354
H -1.0166 -1.9446 1.3781 0.174
H -7.5533 -0.3301 1.4791 0.269
C 1.1325 -7.5387 -3.8979 -0.437
C 3.7060 -5.4246 1.5492 0.480
F 0.0175 10.3760 2.1324 -0.301
O 1.6486 6.2465 1.7745 -0.375
O 7.1026 4.1245 1.8535 -0.371
C -0.1385 -1.5752 -1.7472 -0.660
C 0.9005 7.1444 1.6661 0.527
H 3.9951 -2.2022 -0.2570 0.310
H -9.0672 -0.3330 4.1444 0.237
H -0.4619 -2.2578 -2.5432 0.267
H 3.5088 5.2198 -2.8596 0.189
H 6.0279 5.8687 1.8144 0.279
O 4.5854 -8.6893 1.8166 -0.523
O 4.5442 -6.4463 2.0662 -0.372
H -2.5866 -2.6872 1.5929 0.293
H -1.5041 8.4266 2.3520 0.278
H -6.8566 -4.6674 3.8243 0.255
H 1.7422 -5.8150 0.6306 -0.377
O -4.8629 -3.1409 2.5053 -0.176
C 3.6653 4.8238 -4.9865 -1.149
O 1.2124 8.4742 1.9032 -0.324
H -3.3160 -0.7517 2.5861 0.169
H 4.5882 3.3020 2.6635 0.194
C 2.1550 -2.5794 -1.3401 -0.512
C -6.7674 -3.5877 3.6902 0.292
O 0.4816 -5.7694 -1.0669 -0.583
C -2.6185 -0.5398 1.7742 -1.290
O -0.3567 -7.5545 -2.1675 -0.320
C -2.0769 -1.8335 1.1464 0.085
H 2.3890 6.1464 -3.8454 0.426
H 1.8573 0.7857 -0.1614 0.373
O -7.0760 -3.2571 2.3548 -0.320
C -0.2664 -7.9901 -3.5079 0.307
H -0.6804 4.0945 -4.3471 0.305
H 2.7368 -1.0450 0.0584 0.488
F 6.0826 5.0658 3.6356 -0.295
C -2.2810 -1.8875 -0.3662 -0.813
C 6.6846 3.3300 0.8085 0.627
H 0.2696 5.5343 -4.6973 0.358
C 2.6587 1.3774 -0.6354 -0.799
O -9.7099 2.8287 2.0911 -0.487
H 0.8161 -1.7842 0.1642 0.068
H 3.9153 4.5602 1.5838 -0.048
H 3.8327 -1.1575 -2.7277 0.372
H -0.1571 2.7778 -1.1682 -0.002
H 2.1237 -2.4420 -2.4245 0.560
```

***

No. 2
C32H53MgN6P2S as an isolated structure in a non-equilibrium geometry, computed with wB97M-V/def2-TZVPD.

As for the LUMO energy (alpha / beta): 0.3 / 0.2 eV. The highest occupied orbital energy (alpha / beta) comes out at -6.26 / -6.38 eV. The calculation puts the calculated total energy at -2860.6446 hartree. The calculation puts the molar mass at 640.1 g mol⁻¹. As for the spin multiplicity: 2.

The geometry in XYZ format:
```
95
Properties=species:S:1:pos:R:3:mulliken_charge:R:1
C 2.8904 -1.2184 1.5286 -0.067
H -4.2840 -0.0127 2.8160 0.535
H -2.2368 3.4291 -0.0098 0.611
C -0.1721 3.9608 0.1954 -1.434
C -5.4669 -3.5609 -2.9141 -1.431
H 1.7350 4.7895 5.2815 0.301
H 1.0371 0.5085 -4.9246 0.347
H -5.4963 -4.7773 -0.4549 0.448
S -2.3649 1.6309 -3.1701 -0.394
C 1.5093 -0.9646 -3.4058 0.599
H -4.3574 -5.3676 -2.5754 0.310
H -2.6100 -0.4958 3.0880 0.254
H 3.5217 2.3715 4.4095 0.392
H 5.6282 -3.2342 -1.4937 0.376
H -3.7511 -4.8953 -0.2146 0.303
H 3.8948 3.2597 -1.8181 0.565
H 3.4776 1.0467 2.3754 0.560
C -1.5099 3.5573 0.8050 0.391
H 2.2540 2.1959 -3.3307 0.694
H 0.4479 -1.1138 -5.2829 0.470
H -1.8552 -3.1508 -0.0699 0.422
H -1.3130 4.8174 2.5596 0.217
C 2.8588 1.5599 -2.6703 0.269
H 6.0161 -3.4531 0.2183 0.405
H 0.5796 -2.9047 -3.6555 0.562
H 0.0102 -0.8877 2.4768 0.095
H 0.1705 3.1831 -0.4911 0.018
H -3.1949 -0.2503 1.4381 0.248
H 2.4676 2.7499 -0.9057 0.093
H 4.2378 -2.8129 1.9504 0.407
H 1.6902 -2.8206 -2.2839 0.240
N -2.1024 -0.4917 -1.7475 1.035
C -4.3480 -4.3315 -2.2230 0.665
C -2.8503 1.5840 2.5421 0.653
H -5.3839 -2.4991 -2.7009 0.320
H 4.7395 -4.4105 -0.5283 0.305
H -5.4126 -3.6963 -3.9913 0.377
H -0.5988 3.2629 3.9411 0.363
N -1.7102 -1.1312 -0.6093 -0.130
N 1.3521 0.5675 0.8403 0.439
C 0.6014 -0.3867 -4.4874 -1.527
H -4.5351 -3.3090 -0.3256 0.296
C 4.1966 -2.3753 -0.1435 0.462
H 0.4994 -2.1432 1.5597 0.196
H 3.7579 0.5488 -4.3782 0.306
C -2.0433 -2.3755 -0.7839 -1.115
C 1.3705 1.2688 1.9998 0.091
C 3.8072 -2.1853 1.1815 -1.054
H 4.6422 0.3359 -2.8551 0.214
C 0.2073 1.9323 2.4815 -0.545
H -2.9693 -3.5560 -3.6992 0.449
H -0.2702 4.8937 -0.3574 0.652
H 3.8548 -1.7497 -2.1451 0.270
C 2.5877 2.2445 3.8787 -1.225
C 3.5799 -1.5975 -1.1094 -0.619
H 3.9566 1.7983 -0.8237 0.217
H -2.9907 4.3909 2.1670 0.350
H 4.7093 1.8688 -3.7147 0.508
C -2.8281 2.0108 4.0057 -1.690
C 3.3232 2.3957 -1.4796 -1.236
H 0.5719 4.1000 0.9806 0.238
N -2.7033 -1.3404 -2.6052 -1.044
H -0.3708 -0.1204 -4.0775 0.117
H 2.2290 3.4153 6.2697 0.415
C 2.5567 1.4780 2.7398 -0.318
C 4.0592 1.0339 -3.4526 -1.462
C -4.5388 -4.3280 -0.7081 -1.412
H -2.1265 5.5750 1.1972 0.467
C 0.9378 -2.2674 -2.8456 -1.518
C 1.4453 2.8860 4.3471 0.161
P -1.3005 1.8261 1.4893 0.405
C -2.0181 4.6424 1.7504 -1.396
H -6.4369 -3.9105 -2.5697 0.401
H -2.0232 1.5064 4.5365 0.336
Mg -0.3372 0.3956 -0.2770 1.510
H -3.7720 1.7322 4.4758 0.478
H 0.1111 -2.0613 -2.1650 0.223
C 2.2897 -0.3850 0.5639 -0.569
H -1.0071 -2.1480 2.2355 0.305
N -0.3018 -1.5692 1.7963 -0.555
H 2.6085 -1.1076 2.5687 0.512
H -2.1930 -4.5018 -2.3955 0.411
C -1.7144 0.7652 -1.8926 -0.068
H 2.4930 -1.1743 -3.8390 0.596
C 1.4809 3.7654 5.5617 -1.739
C 2.6303 -0.6384 -0.7861 0.130
N -2.6280 -2.5416 -1.9705 0.894
H -3.6057 2.1713 2.0018 0.546
H -2.7118 3.0848 4.1178 0.311
C -3.2602 0.1124 2.4622 -1.570
C -2.9728 -3.7685 -2.6280 -1.264
P 1.6564 0.2733 -2.0110 0.403
C 5.2066 -3.4240 -0.5088 -1.755
C 0.2807 2.7326 3.6171 -0.392
H 0.5113 3.7826 6.0559 0.376
```

***

No. 3
C32H53N4RuSSi4Te as an isolated structure in a non-equilibrium geometry, computed with wB97M-V/def2-TZVPD.

Its energy above the lowest of the compared OMol25 structures with the same formula, charge and spin is 43.6 kcal/mol. The charge is +2. As for the LUMO energy (alpha / beta): -5.7 / -8.0 eV. The highest occupied orbital energy (alpha / beta) comes out at -12.54 / -12.54 eV. The calculation puts the calculated total energy at -3388.8266 hartree. The calculation puts the molar mass at 866.9 g mol⁻¹. As for the spin multiplicity: 2.

The geometry in XYZ format:
```
96
Properties=species:S:1:pos:R:3:mulliken_charge:R:1
H -8.0090 -0.6791 -3.0984 0.427
C 3.7613 -3.1631 -1.8725 -0.791
C 3.2729 4.1517 1.1809 -0.902
N 1.8203 -2.0406 -0.3119 0.986
H 1.0507 -3.8624 2.9723 0.513
H 1.5855 2.3358 -0.7430 0.169
C -2.7065 0.8689 1.0621 -0.742
C -0.1453 1.8457 -3.3988 -1.014
C -6.3408 -0.2544 -1.8468 -0.782
C -1.1720 0.1503 2.5681 0.158
H -4.4863 1.7877 1.8241 0.555
H 1.4773 1.5389 3.6303 -0.087
H -6.6405 -0.9450 -1.0683 0.460
C -4.7873 1.3904 -2.7164 1.190
C -0.0389 -3.0484 -3.7942 -1.202
Si 1.3041 0.8624 -2.7305 -0.258
C 2.4535 0.5097 -4.1709 -1.299
H 2.9542 -1.9615 -3.4621 0.676
H -2.0171 -0.3506 -3.7490 0.400
C -1.0212 -2.8363 -0.8342 -1.274
C 0.7799 -0.7349 -1.8650 2.187
H 4.9740 1.8438 2.7938 0.355
C -7.1024 -0.1009 -2.9840 -0.622
C 1.9121 -1.6751 -1.6046 -1.618
Te 2.3482 0.3934 1.3832 -0.107
H 3.7549 -0.2769 3.4705 0.500
H -0.2173 -0.3261 2.7553 -0.086
H -3.7844 1.5254 4.2005 0.477
C 2.8919 -2.2361 -2.4203 -0.850
C 3.6306 -3.5411 -0.5389 -1.179
H 3.8424 -2.4612 5.6270 0.352
C 2.3029 4.5875 4.0704 -1.073
H 2.0537 -0.2309 -4.8681 0.335
C -5.1763 0.4955 -1.7052 0.375
H -1.5924 0.3918 4.6498 0.522
H -0.2473 -2.9839 3.7623 0.552
H 3.6868 -1.6214 2.3759 0.544
C 2.2062 2.0348 -1.5909 -1.229
H 4.4126 2.1004 4.4570 0.324
C 4.5686 2.5835 3.4892 -1.052
C 1.1483 -0.6623 5.3258 -0.760
H 3.5673 -3.7254 4.4273 0.371
C 3.0695 -3.0121 5.0878 -1.180
Si -0.5714 -1.9098 -2.4172 0.729
H 2.4999 -3.5858 5.8223 0.352
H 0.7681 2.3582 2.2359 0.474
H 1.9109 -0.1459 5.9137 0.391
S -3.3348 2.2902 -2.5686 0.139
H -0.6566 2.3333 -2.5678 0.139
H 4.5316 -3.6102 -2.4870 0.498
C -3.1561 1.1706 3.3951 -1.049
H 1.3485 4.9952 3.7304 0.335
H 2.4777 2.9372 -2.1448 0.615
H -0.8534 1.2601 -3.9833 0.421
Si 2.9975 3.3636 2.8475 0.038
H -1.9849 -3.3351 -0.9772 0.499
C -6.7218 0.7958 -3.9951 -0.640
C -1.9465 0.5554 3.6422 -0.987
H -1.2339 -2.1803 0.0490 0.281
H 4.2813 -4.2821 -0.0981 0.514
H -5.2698 2.2303 -4.6424 0.441
H -0.3037 -3.5907 -0.5176 0.302
H 2.1459 4.1307 5.0499 0.333
H 0.2431 2.6332 -4.0488 0.480
C -2.1699 -1.0907 -2.9648 -0.829
N -4.3966 0.3734 -0.5658 0.209
H 3.4381 0.1741 -3.8415 0.407
Si 1.9577 -1.8609 4.1371 0.309
C -5.5738 1.5380 -3.8673 -0.747
H 2.3530 4.5924 0.7894 0.307
H -2.6564 -0.6149 -2.1171 -0.127
H 0.7805 -3.7090 -3.5096 0.394
C -3.2492 1.0461 -0.3196 0.321
H 4.0126 4.9512 1.2593 0.439
H 3.1322 1.5995 -1.2120 0.398
Ru 0.2963 -0.8025 0.2553 0.569
H -7.3364 0.9003 -4.8782 0.435
H 0.2916 -2.4565 -4.6522 0.341
H 0.5463 0.1050 4.8386 -0.106
C 3.0566 -0.9169 2.9227 -0.645
C -3.5456 1.3142 2.0737 -0.239
H -0.8683 -3.6756 -4.1284 0.431
H 3.6431 3.4346 0.4459 0.215
H 5.3386 3.3449 3.6292 0.412
C 0.6722 -2.8597 3.1854 -0.766
N -1.5100 0.3008 1.2792 0.525
H 0.4023 -2.4171 2.2172 -0.048
H 2.4583 -3.2333 1.2474 0.486
H -4.7077 -0.2799 0.1416 0.325
H -2.8472 -1.8532 -3.3581 0.614
H 2.6043 1.4339 -4.7340 0.451
H 0.5069 -1.2006 6.0275 0.359
H 2.9881 5.4268 4.2061 0.353
C 1.7020 1.9808 2.6589 -0.270
C 2.6354 -2.9583 0.2169 -0.871
N -2.6985 1.8955 -1.1274 -0.280
```

***

No. 4
A 2-piece molecular cluster, C32H54BBrN4O7P overall in a non-equilibrium geometry, computed with wB97M-V/def2-TZVPD.

The charge is -1. As for the LUMO energy: -0.2 eV. The highest occupied orbital energy comes out at -1.91 eV. The calculation puts the calculated total energy at -4937.6778 hartree. The calculation puts the molar mass at 728.5 g mol⁻¹.

The geometry in XYZ format:
```
100
Properties=species:S:1:pos:R:3:mulliken_charge:R:1
C -0.0224 0.1229 -0.4903 0.727
C 3.1893 -1.9382 2.3350 -1.725
H 1.1858 -2.8062 4.0375 0.440
H 0.0617 0.2303 -3.6377 0.301
C -1.0695 -0.6406 -1.2434 -1.775
H 5.3936 -0.3567 0.5283 0.631
C 0.7963 -2.1531 3.2676 -1.287
C -4.8190 -3.1418 2.7886 -0.353
H 2.7804 1.2658 3.6176 0.297
C -1.4761 -2.1477 4.4168 -1.386
C -1.5414 2.7601 -7.0425 0.520
C 0.7830 1.0307 -3.7276 -1.145
O -2.1339 3.4411 -9.2835 -0.741
H 3.9493 -1.7208 3.0767 0.261
H 3.4336 4.1185 -0.1598 0.304
H -2.0027 -0.4900 -0.7151 0.602
C 3.6988 -1.6063 0.9409 -0.411
H -1.8168 -4.4830 -2.0420 0.411
C -0.3538 -1.3260 3.8160 0.334
H 2.8122 5.6999 2.8881 0.386
H 0.0448 -0.6556 4.5736 0.518
H 1.4467 -0.7625 1.8375 -1.088
H -0.7421 -0.6918 3.0239 -0.468
C -0.4479 0.8791 0.6055 -0.813
O -2.1923 1.7090 -7.1043 -0.765
H -0.6853 2.2293 -3.0015 0.287
H 0.1492 -2.4096 -0.9914 0.418
C 3.0176 4.6562 3.0856 -1.230
C 3.7264 0.7382 -0.1705 -1.538
H -3.6513 -5.3388 -1.0561 0.241
N 0.3219 2.1850 -2.9743 -0.372
H 2.8272 -0.9876 -1.8402 0.640
H 2.6609 0.0572 -3.9498 0.553
C -7.1203 -3.5349 2.5648 -0.759
H -7.0688 -3.2893 1.5059 0.322
C -0.8413 4.9753 -8.0827 -0.842
C 1.8751 -1.2401 2.7076 2.173
N 2.7659 3.9092 1.8371 -0.063
C -1.8318 -4.4239 -0.9585 -0.913
C -0.0062 4.3433 -5.8140 0.831
C 3.7971 4.2787 0.8444 -1.117
O 0.6997 4.5581 -4.8021 -0.874
H -1.5335 -2.9614 0.5042 -0.537
N 0.4151 1.6062 1.3637 0.603
C -0.0789 5.3733 -6.9640 0.348
H 2.0811 -0.4871 3.4624 -0.131
H 4.0563 5.3180 0.9631 0.419
C 1.7625 1.5908 1.1132 -0.488
H -0.9178 5.6534 -8.9273 0.369
N -2.9397 -5.1894 -0.3528 -0.524
B 2.6644 2.4900 2.0959 1.542
H -2.0025 -3.6069 2.9153 0.337
H -0.7223 2.5166 -5.0761 0.572
H -1.0277 -2.9240 5.0298 0.356
H -2.8540 -2.5610 -0.6107 0.479
O -6.1174 -2.8979 3.3039 -0.395
H -3.7728 -4.0300 4.3688 0.200
C -1.8554 -2.9687 -0.5312 -0.018
C 2.2426 0.8287 0.0296 0.647
C 4.3666 -0.2287 0.8466 -0.823
H -1.4770 0.9398 0.8889 0.807
C 1.8751 -0.5276 -2.0445 -2.038
H 4.7143 3.7033 0.9617 0.364
C 1.3475 0.1329 -0.8229 1.073
H 0.8883 1.2101 -4.7936 0.750
H 4.0462 4.5605 3.4169 0.380
H -8.0745 -3.2050 2.9485 0.269
H 3.0266 -3.0101 2.3765 0.676
C 2.0969 0.5280 -3.1533 -1.031
H 4.4080 0.2239 1.8256 0.408
H -2.6059 -6.1237 -0.1579 0.224
C -1.5376 3.7434 -8.2430 0.495
H 2.8788 -1.7187 0.2426 0.083
H 0.6646 3.0333 -3.4373 0.271
O -1.4950 1.8435 2.8522 -0.375
H -0.8993 -4.8428 -0.6010 0.383
C -0.8454 -2.1616 -1.3328 -0.516
C -0.7623 3.1627 -5.9366 -1.097
Br -0.7879 4.4829 1.6631 -0.243
H 2.6294 1.3635 -2.7252 0.476
H 3.9740 0.3916 -1.1545 0.541
H -1.2158 -0.1903 -2.2100 0.362
H 0.4117 -2.7240 2.4269 0.431
H -7.0690 -4.6171 2.6659 0.316
H -2.2282 2.4571 2.9706 0.359
C -3.8073 -3.0527 3.9043 -0.844
H -2.0565 -1.5254 5.0883 0.426
H -0.9328 -2.4490 -2.3729 0.374
H -2.5229 -1.9821 2.5825 0.022
H 4.4219 -2.3644 0.6693 0.459
H 4.2059 1.6979 -0.0474 0.191
H -4.7878 -4.1186 2.3164 0.324
H -4.5975 -2.4126 2.0120 0.279
H -4.1428 -2.3295 4.6326 0.431
H 1.2409 -1.3058 -2.4307 0.578
O 3.3001 1.9393 3.1743 -0.660
H 2.3436 4.3395 3.8685 0.332
C -2.4199 -2.7165 3.3736 0.122
O 0.5240 6.4493 -6.8363 -0.766
P -0.0929 2.6100 2.6927 -0.125
```